Computed, not measured: C6H14N2O in the gas phase, with wB97M-V/def2-TZVPD.

Bonds (Å) are listed after each position.
Positions of all 23 atoms, in Å:
1 C -1.607 0.006 0.123  C2 1.533, C3 1.533, C4 1.497, H6 1.094
2 C -1.684 -1.462 0.561  C1 1.533, H8 1.088, H9 1.088, H10 1.087
3 C -2.084 0.960 1.224  C1 1.533, H7 1.088, H11 1.090, H12 1.094
4 C -0.244 0.348 -0.390  C1 1.497, N5 1.223, O16 1.572
5 N 0.129 0.589 -1.530  C4 1.223, C13 1.710
6 H -2.256 0.135 -0.749  C1 1.094
7 H -1.559 0.789 2.161  C3 1.088
8 H -2.717 -1.727 0.778  C2 1.088
9 H -1.317 -2.116 -0.228  C2 1.088
10 H -1.094 -1.644 1.455  C2 1.087
11 H -3.148 0.804 1.402  C3 1.090
12 H -1.934 2.003 0.930  C3 1.094
13 C 1.812 0.818 -1.725  N5 1.710, C14 1.506, H19 1.087, H20 1.087
14 C 2.492 -0.516 -1.878  C13 1.506, H21 1.090, H22 1.089, H23 1.095
15 N 1.042 0.156 1.974  O16 1.396, H17 1.017, H18 1.016
16 O 0.985 0.328 0.590  C4 1.572, N15 1.396
17 H 0.623 0.956 2.443  N15 1.017
18 H 0.560 -0.698 2.241  N15 1.016
19 H 2.271 1.444 -0.963  C13 1.087
20 H 1.722 1.358 -2.663  C13 1.087
21 H 1.943 -1.152 -2.571  C14 1.090
22 H 2.561 -1.023 -0.917  C14 1.089
23 H 3.503 -0.359 -2.267  C14 1.095

Properties
* HOMO-LUMO gap: 0.35680 Eh
* total charge: 0
* DFT total energy: -11473.633 eV
* LUMO level: 0.883 eV
* E_HOMO: -8.83 eV
* SMILES: CC/N=C(\ON)C(C)C
* relative energy (zero: lowest compared OMol25 entry of this formula, charge and spin): 399.1 kJ/mol